No. 1
44
Properties=species:S:1:pos:R:3 method="wB97M-V/def2-TZVPD" e_homo_ev="-12.6 / -12.5" total_charge=+2 s_squared=15.794 spin_multiplicity=8
C -0.6158 -2.4724 -6.3415
C -1.2959 -1.4073 -6.7907
H -1.1099 -3.3405 -5.8014
H 0.4934 -2.6855 -6.4025
C -1.6675 -0.0490 -6.4563
C -1.9335 0.9989 -5.4935
H -1.8376 0.5151 -4.4940
H -1.0020 1.4869 -5.4472
C -1.8183 -1.9507 -8.1531
H -1.5086 -2.9969 -8.3287
H -1.4568 -1.3823 -9.0308
H -2.9257 -1.9585 -8.2154
C -2.3419 0.6843 -7.5177
H -3.3408 0.2721 -7.7151
H -1.8109 0.8030 -8.4613
H -2.5423 1.7329 -7.1510
Eu -0.5904 0.5782 0.2208
O 0.3273 -0.3128 -1.8109
C 1.1412 -0.1690 -2.7638
O 1.2814 1.8854 -0.6463
C 1.7927 1.9745 -1.8099
O 2.6663 2.9052 -2.0597
N 1.5707 1.1550 -2.9371
C 3.0801 2.7881 -3.4763
C 2.2028 1.7205 -4.0853
H 4.1364 2.4868 -3.4974
H 2.9525 3.7808 -3.9333
H 2.7719 0.9752 -4.6431
H 1.4867 2.1913 -4.7837
C 1.4671 -1.2649 -3.6902
C 0.4393 -2.1496 -3.5698
H 1.2576 -0.6977 -4.5587
H -0.7064 -1.8901 -3.7174
H 0.4540 -3.2286 -3.8405
N -0.1421 0.3727 2.6998
N -0.4049 -0.8521 3.4292
C -1.3719 -1.6711 2.8699
N -1.8518 -2.5415 3.8055
S -1.9198 -1.6952 1.2887
H -0.6883 1.1383 3.1264
H 0.8463 0.6227 2.8391
H -0.5735 -0.6492 4.4273
H -2.6211 -3.1915 3.5145
H -1.3987 -2.7011 4.6880

No. 2
43
Properties=species:S:1:pos:R:3 method="wB97M-V/def2-TZVPD" e_homo_ev="-9.6 / -10.6" total_charge=+1 s_squared=2.003 spin_multiplicity=3
Ti 0.6530 0.0116 -0.6504
N -0.7432 -0.8537 0.8952
C 0.0724 -1.4107 1.9892
C 1.0311 -0.3467 2.5030
N 1.8076 0.3268 1.4329
C 3.1510 -0.2694 1.2707
C 3.1082 -1.6484 0.6395
N 2.3318 -1.5869 -0.6129
C 1.9609 1.7767 1.7082
C 2.0405 2.5796 0.4235
N 0.8338 2.2898 -0.3677
H -1.4249 -0.1966 1.2642
H -1.2874 -1.5917 0.4569
H 0.6019 -2.2746 1.5919
H -0.5334 -1.7639 2.8278
H 1.6957 -0.7804 3.2580
H 0.4363 0.4119 3.0135
H 3.6708 -0.3110 2.2358
H 3.7271 0.3938 0.6215
H 2.6384 -2.3645 1.3115
H 4.1290 -1.9996 0.4784
H 1.8885 -2.4754 -0.8254
H 2.9445 -1.4118 -1.4043
H 2.8369 1.9694 2.3361
H 1.0889 2.1169 2.2684
H 2.9111 2.2863 -0.1658
H 2.1530 3.6398 0.6625
H 0.8574 2.7294 -1.2832
H 0.0136 2.6745 0.0927
I -1.9289 -0.4524 -9.0470
C -1.4437 -0.3961 -7.0229
C -0.1208 -0.2384 -6.6357
C 0.1956 -0.2074 -5.2868
C -0.8042 -0.3226 -4.3302
C -2.1268 -0.4738 -4.7248
C -2.4478 -0.5164 -6.0724
C -0.4569 -0.2836 -2.8804
O -0.7012 0.7483 -2.1871
O 0.1415 -1.2634 -2.3395
H 0.6589 -0.1440 -7.3786
H 1.2281 -0.0956 -4.9785
H -2.9102 -0.5580 -3.9826
H -3.4766 -0.6396 -6.3809

No. 3
47
Properties=species:S:1:pos:R:3 method="wB97M-V/def2-TZVPD" e_homo_ev=-19.1 total_charge=+3
Ta 0.3474 -0.2730 1.2521
O -0.5414 -4.1804 2.6376
C -0.4438 -2.9269 2.4470
O 0.0888 -2.3949 1.4395
C -0.9925 -2.0041 3.4648
C -1.6446 -2.3071 4.6365
C -2.0901 -1.2388 5.4307
C -1.8753 0.0707 5.0237
C -1.2087 0.2764 3.8240
N -0.7788 -0.7333 3.0770
C -0.9007 1.6049 3.1910
O -1.1569 2.6804 3.5733
O -0.2251 1.3550 1.9857
H -0.1639 -4.7375 1.9289
H -1.8061 -3.3365 4.9305
H -2.6087 -1.4402 6.3600
H -2.2108 0.9191 5.6073
I 2.8142 -0.5341 1.9705
C -2.2099 0.2518 -2.7279
N -0.9574 0.9821 -2.4149
C -0.7415 2.1892 -3.2437
P 0.2258 0.2128 -1.6617
O -0.3438 -0.7199 -0.5126
N 1.1749 -0.6803 -2.5940
C 1.2323 -0.4944 -4.0624
C 2.1062 -1.7053 -2.0997
N 1.0696 1.2529 -0.5443
C 2.5241 1.4455 -0.8626
C 0.4876 2.6298 -0.3487
H -2.1789 -0.1484 -3.7413
H -3.0360 0.9557 -2.6436
H -2.3678 -0.5597 -2.0213
H -1.0129 1.9685 -4.2760
H 0.3023 2.4986 -3.2365
H -1.3668 3.0014 -2.8768
H 0.4735 0.2070 -4.3950
H 1.0547 -1.4563 -4.5405
H 2.2149 -0.1232 -4.3510
H 2.0103 -1.8430 -1.0232
H 3.1343 -1.4279 -2.3347
H 1.8765 -2.6519 -2.5878
H 3.0301 0.4931 -0.9883
H 2.9817 1.9899 -0.0398
H 2.6292 2.0356 -1.7732
H -0.5934 2.5866 -0.2537
H 0.7626 3.2663 -1.1854
H 0.9149 3.0438 0.5603

No. 4
51
Properties=species:S:1:pos:R:3 method="wB97M-V/def2-TZVPD" e_homo_ev="-9.2 / -9.2" total_charge=0 s_squared=0.768 spin_multiplicity=2
Ru -0.0480 0.4987 0.4955
N 2.0423 -0.0315 -0.3914
C 2.5974 -1.3860 -0.4030
C 2.5737 -1.9738 0.9970
C 1.1249 -2.1278 1.4833
O 0.6172 -3.2354 1.4866
O 0.5437 -1.0315 1.8665
H 2.0198 0.4023 -1.3084
H 2.5789 0.5767 0.2216
H 3.6285 -1.3813 -0.7702
H 2.0133 -2.0061 -1.0850
H 3.0991 -1.3104 1.6884
H 3.0474 -2.9524 0.9974
O 1.6818 2.2839 1.2399
P 0.9908 3.2201 0.0872
O 1.8306 4.3488 -0.3001
O 0.5630 2.1630 -0.9235
O -0.3542 3.7545 0.8163
P -1.4979 2.9847 1.7318
O -2.0270 1.7367 -0.5624
O -0.8370 1.6620 2.1587
O -2.5659 2.5588 0.5020
H 2.0273 2.8268 1.9635
H -1.4839 2.3432 -1.0966
C -7.0903 -0.2913 2.8783
C -6.1903 -1.4005 3.4136
N -4.8435 -1.3715 2.8438
C -3.7860 -0.8692 3.7123
C -4.0097 0.5856 4.1028
C -4.7147 -1.9398 1.6224
O -5.6646 -2.4582 1.0509
C -3.3730 -2.0393 0.9371
C -3.0013 -3.2979 0.4750
C -1.8597 -3.4380 -0.2831
C -1.1093 -2.3162 -0.5606
N -1.4655 -1.0999 -0.1550
C -2.5856 -0.9523 0.5811
H -8.0758 -0.3661 3.3394
H -7.2043 -0.3988 1.8006
H -6.6797 0.6955 3.0899
H -6.6360 -2.3622 3.1596
H -6.0944 -1.3311 4.4974
H -2.8172 -0.9876 3.2353
H -3.7768 -1.4823 4.6190
H -4.1200 1.2110 3.2171
H -3.1493 0.9456 4.6625
H -4.9005 0.6949 4.7221
H -3.6218 -4.1507 0.7155
H -1.5511 -4.4011 -0.6600
H -0.2060 -2.3911 -1.1501
H -2.8845 0.0591 0.8251

No. 5
41
Properties=species:S:1:pos:R:3 method="wB97M-V/def2-TZVPD" e_homo_ev="-8.7 / -9.3" total_charge=0 s_squared=0.754 spin_multiplicity=2
C 3.3535 -0.8641 0.1238
C 2.1656 -0.1406 0.8893
C 2.6613 -0.0733 2.4037
C 0.8658 -1.0216 0.8995
C 0.2978 -1.0783 -0.5703
C -0.9449 -2.0343 -0.7428
C -2.3431 -1.3190 -0.6961
S -3.6822 -2.4266 -0.0223
C -4.7221 -1.2120 0.8491
N -5.1806 -1.2173 2.0989
N -5.8631 -0.0227 2.1748
C -5.7887 0.6261 1.0354
O -5.0538 -0.1098 0.1097
C 0.0560 0.4070 -1.0561
C 1.2736 1.3858 -0.8527
C 0.6621 2.8588 -0.8958
C 2.2458 1.3082 -2.1035
N 1.9578 1.2652 0.4640
O 1.4058 1.9761 1.3938
H 3.1762 -0.9671 -0.9694
H 4.3481 -0.4217 0.3774
H 3.3576 -1.9131 0.5336
H 3.5130 0.6421 2.5172
H 3.0305 -1.1023 2.6663
H 1.8304 0.1486 3.1112
H 1.1871 -2.0638 1.1798
H 0.1035 -0.7164 1.6566
H 1.1107 -1.4944 -1.2292
H -0.8296 -2.6972 -1.6433
H -0.9179 -2.7449 0.1338
H -2.2676 -0.4872 0.0531
H -2.5789 -0.9470 -1.7209
H -6.1752 1.6080 0.7186
H -0.1881 0.3497 -2.1556
H -0.8351 0.9013 -0.5869
H 1.4098 3.6397 -0.6310
H -0.2627 2.9178 -0.2638
H 0.3020 3.0556 -1.9450
H 1.7610 1.9088 -2.9195
H 2.3377 0.2670 -2.4902
H 3.2210 1.8087 -1.8950

No. 6
37
Properties=species:S:1:pos:R:3 method="wB97M-V/def2-TZVPD" e_homo_ev="-10.0 / -13.1" total_charge=+1 s_squared=2.007 spin_multiplicity=3
C -1.0408 -1.0368 -0.0854
C 0.2516 -1.1786 0.2428
C -1.0617 1.3004 -0.6759
C -1.7370 0.1947 -0.3619
C 1.1569 0.9129 1.2481
C 0.2893 1.3059 -1.0678
C 1.3349 -0.1348 0.4171
C -4.0999 -0.7889 -0.6332
C -3.0297 0.2919 1.5236
C 3.3480 -1.1894 1.0365
C 2.5889 -1.2303 -1.3610
C -3.1714 0.3177 -0.0083
C 2.7315 -0.4120 -0.1243
N 0.9627 2.4643 -1.3472
O 2.0955 1.8290 1.5658
H -1.5716 -1.9015 0.0243
H 0.7110 -2.0461 0.5227
H -1.5223 2.2003 -0.7385
H 0.1859 0.9022 1.8321
H 0.6235 0.4903 -1.6274
H -3.9608 -1.5848 0.0153
H -3.6192 -1.2198 -1.5748
H -5.1858 -0.5258 -0.6904
H -2.6550 -0.7394 1.8403
H -4.0563 0.2397 1.9430
H -2.4782 1.0287 1.9990
H 4.2584 -1.7989 0.8816
H 2.6884 -2.0825 1.2149
H 3.6035 -0.7403 1.9971
H 3.3163 -2.0883 -1.4145
H 2.6668 -0.7957 -2.3498
H 1.6450 -1.5934 -1.4178
H -3.4077 1.3848 -0.1744
H 3.2790 0.4503 -0.1853
H 1.6659 2.5724 -2.0526
H 2.7599 1.8873 0.8929
H 0.4346 3.3148 -1.3065

Q: Which max |F| values were calculated for the entries above? A: 7.28; 0.23; 0.61; 2.33; 3.30; 5.30, in eV/A.